Formula: C4H6CuMgO
Source: OMol25
Level of theory: ωB97M-V with the def2-TZVPD basis set

```
13
Properties=species:S:1:pos:R:3
C -0.56577 -0.49933 0.52214
C -1.27835 0.77630 0.28917
H -0.05244 -0.47978 1.49565
H -1.04192 -1.47444 0.30285
H -1.69977 1.26656 1.18095
H -1.91978 0.81732 -0.60925
Cu -3.35490 -0.64122 0.87251
O 2.36591 1.14909 -0.14587
C 2.12675 -0.09903 -0.55567
C 0.87938 -0.61090 -0.70106
Mg 0.72133 2.04852 -0.59413
H 0.80229 -1.55671 -1.24409
H 3.01727 -0.69638 -0.81320
```

Results
Total energy: -2071.4081 Eh
2S+1: 1
Net charge: +1
Orbital gap: 5.39 eV
Molar mass: 157.94 g/mol
ΔE to the lowest compared entry with this formula, charge and spin: 0.0 kcal per mole
Maximum force: 0.0941 Eh/bohr

Here are the Löwdin charges for atoms 1 to 4, given in e:
1. C -0.26
2. C -0.28
3. H 0.10
4. H 0.07

Formula: C6H8N
Source: OMol25
Level of theory: ωB97M-V with the def2-TZVPD basis set

```
15
Properties=species:S:1:pos:R:3
C 0.55942 -0.95142 -0.01981
C 0.14702 1.43935 0.44463
C 0.80198 0.19553 0.69642
C -1.41212 0.40276 -0.95441
C 2.15616 0.01935 1.43900
C -2.32565 -0.43073 -1.66183
N -0.91943 1.22136 -0.27729
H 0.85543 -1.91424 -0.05206
H 0.38541 2.34432 1.02362
H 2.53325 -0.79066 0.94039
H 1.89924 -0.15995 2.55363
H 2.89353 0.87689 1.25879
H -3.35632 -0.12126 -1.47175
H -2.18531 -1.45659 -1.25010
H -2.03260 -0.67471 -2.66924
```

Results
Total energy: -287.6970 Eh
2S+1: 1
Net charge: +1
Orbital gap (spin up / spin down): 7.37 / 7.40 eV
Molar mass: 94.14 g/mol
ΔE to the lowest compared entry with this formula, charge and spin: 162.7 kcal per mole
Maximum force: 0.1069 Eh/bohr

Here are the Löwdin charges for atoms 1 to 4, given in e:
1. C 0.27
2. C 0.00
3. C -0.29
4. C 0.02

Formula: C39H45BrClCoF12NO2Si
Source: OMol25
Level of theory: ωB97M-V with the def2-TZVPD basis set

```
103
Properties=species:S:1:pos:R:3
Co -0.12763 -1.32834 -0.39217
C -0.41866 4.61661 -3.57971
C -0.55253 3.40913 -2.68114
C -0.59259 3.52827 -1.29621
C -0.80447 2.41491 -0.50430
C -1.00234 1.14165 -1.05328
N -1.35584 0.05747 -0.22138
C -2.43473 0.14058 0.63153
C -3.36142 1.19786 0.50335
C -4.43835 1.35365 1.35611
C -4.67504 0.45763 2.38822
C -5.82245 0.62152 3.35761
C -3.81965 -0.62803 2.47332
C -2.73136 -0.82257 1.62569
C -1.95045 -2.13846 1.68751
O -0.68222 -2.12708 1.20962
C -2.75579 -3.19942 0.85701
F -2.29497 -4.45023 1.05961
F -4.07261 -3.22461 1.12125
F -2.61807 -2.93314 -0.44860
C -1.83492 -2.68137 3.15404
F -2.96811 -3.25146 3.62520
F -1.51027 -1.69213 4.00754
F -0.88025 -3.60816 3.26098
C -0.82288 0.99676 -2.43119
C -0.63291 2.13403 -3.21770
C -0.88193 -0.41112 -3.03815
O -0.45966 -1.41777 -2.22772
C 0.03558 -0.50155 -4.30926
F 1.24359 0.03027 -4.04464
F -0.43796 0.12518 -5.41124
F 0.23822 -1.77173 -4.66719
C -2.35192 -0.68545 -3.47506
F -2.83912 0.27110 -4.29215
F -3.15292 -0.73213 -2.40942
F -2.46872 -1.85404 -4.12580
H -0.68844 5.52891 -3.04629
H -1.07403 4.52484 -4.44781
H 0.60484 4.73102 -3.94817
H -0.47073 4.50402 -0.83243
H -0.85774 2.50641 0.57381
H -3.23714 1.90129 -0.30920
H -5.11368 2.19118 1.20193
H -6.38079 1.53547 3.14705
H -5.46202 0.67625 4.38932
H -6.51731 -0.22071 3.29884
H -4.03821 -1.36559 3.23543
H -0.54842 2.03299 -4.29169
Cl 1.63641 -3.23816 -0.11114
C 2.66020 -2.19165 0.83123
C 3.49242 -2.72138 1.79606
C 4.25746 -1.85822 2.56645
C 4.16983 -0.48953 2.34690
C 3.31278 0.01207 1.37787
C 2.52831 -0.83066 0.58942
C 1.60810 -0.34444 -0.45769
H 3.53471 -3.79342 1.94386
H 4.90446 -2.25459 3.33800
H 4.77352 0.19244 2.93543
H 3.23947 1.08151 1.20946
H 1.82278 -0.76522 -1.44304
H 1.50834 0.73661 -0.50408
C -1.53386 4.12942 3.63543
C -1.26978 3.08036 4.72637
C -1.41435 3.75919 6.10071
C -2.36436 2.01171 4.57866
Si 0.47454 2.31211 4.50246
Br 0.30635 1.03542 2.65073
C 1.00105 1.13921 5.93212
C 1.65336 1.92493 7.08405
C -0.20436 0.38108 6.51078
C 1.98193 0.06911 5.41806
C 1.83387 3.60892 4.05688
C 1.61884 4.20274 2.65131
C 1.86655 4.76865 5.06617
C 3.21285 2.92874 4.02717
H -2.58605 4.43539 3.68115
H -1.35048 3.72589 2.63541
H -0.92316 5.02542 3.76910
H -2.41286 4.20605 6.18159
H -0.68100 4.55642 6.24844
H -1.30401 3.04889 6.92259
H -3.34489 2.49787 4.66264
H -2.31111 1.23587 5.34242
H -2.32538 1.52255 3.60489
H 0.99512 2.71303 7.46434
H 2.59880 2.38646 6.79522
H 1.86303 1.23714 7.91252
H -0.91911 1.04345 7.00145
H 0.15740 -0.33124 7.26381
H -0.72666 -0.18965 5.74266
H 2.84498 0.48422 4.89556
H 1.48596 -0.61971 4.73151
H 2.35231 -0.51489 6.27185
H 0.76096 4.87214 2.60724
H 1.47902 3.42560 1.89672
H 2.50695 4.78570 2.37355
H 0.92607 5.32462 5.07219
H 2.66288 5.47087 4.78778
H 2.06366 4.42843 6.08553
H 3.22927 2.11657 3.29234
H 3.50761 2.52073 4.99437
H 3.97149 3.66617 3.73518
```

Results
Total energy: -7623.4472 Eh
2S+1: 1
Net charge: -1
Orbital gap (spin up / spin down): 6.58 / 6.57 eV
Molar mass: 990.15 g/mol
Maximum force: 0.0220 Eh/bohr

Here are the Löwdin charges for atoms 1 to 4, given in e:
1. Co 0.52
2. C -0.06
3. C -0.27
4. C -0.04

Formula: C3H5NO4
Source: OMol25
Level of theory: ωB97M-V with the def2-TZVPD basis set

```
13
Properties=species:S:1:pos:R:3
C -0.51995 0.40802 -1.50695
N 0.36113 -0.31767 -0.60010
C 0.29245 0.07074 0.77702
C 0.18707 -1.19874 1.60161
O 1.72295 -0.20604 -1.00129
O -1.37280 -0.38290 1.25116
O 0.74355 1.09599 1.25747
O 0.33730 -2.13940 2.23198
H 2.01649 0.68694 -0.73915
H -1.54260 0.27081 1.94842
H -0.41284 -0.03671 -2.49363
H -1.54723 0.27283 -1.17618
H -0.26552 1.47612 -1.55037
```

Results
Total energy: -472.8891 Eh
2S+1: 1
Orbital gap: 10.44 eV
Molar mass: 119.08 g/mol
ΔE to the lowest compared entry with this formula, charge and spin: 113.2 kcal per mole
Maximum force: 0.0251 Eh/bohr

Here are the Löwdin charges for atoms 1 to 4, given in e:
1. C -0.04
2. N -0.17
3. C -0.57
4. C -0.03

Formula: C28H25BrOTi
Source: OMol25
Level of theory: ωB97M-V with the def2-TZVPD basis set

```
56
Properties=species:S:1:pos:R:3
Ti 0.63815 -1.03506 -0.92739
C 4.16348 -2.28682 1.32619
C 3.53700 -1.02548 1.92135
C 2.44402 -1.39918 2.92599
C 3.04101 -0.05628 0.85570
C 3.50325 -0.09906 -0.46480
C 3.06662 0.82134 -1.41386
C 2.16211 1.83122 -1.08751
C 1.70608 2.83345 -2.10820
C 1.69569 1.86891 0.21878
C 2.11423 0.93992 1.16437
H 4.36385 -3.00549 2.12266
H 5.11042 -2.08078 0.82482
H 3.49045 -2.75491 0.60515
H 4.32408 -0.49795 2.47572
H 1.56470 -1.80589 2.42471
H 2.11713 -0.54475 3.51770
H 2.82247 -2.15356 3.61851
H 4.22883 -0.84287 -0.76424
H 3.43709 0.75179 -2.42958
H 2.34330 3.72162 -2.08083
H 0.67297 3.11733 -1.91804
H 1.74178 2.40212 -3.10758
H 0.95306 2.60885 0.49282
H 1.68673 0.98960 2.15636
Br 0.50661 -3.42795 0.08795
C -0.61522 -3.24554 1.62086
C -0.83395 -4.30998 2.43291
C -1.70751 -4.13697 3.53832
C -2.28641 -2.92373 3.75212
C -2.03806 -1.81685 2.89380
C -2.63723 -0.55368 3.14126
C -2.36586 0.47853 2.29345
C -1.50308 0.30052 1.18734
C -0.85644 -0.86928 0.84657
C -1.17899 -1.94233 1.76980
H -0.35710 -5.26048 2.23910
H -1.90078 -4.97336 4.19824
H -2.95472 -2.76565 4.59192
H -3.29736 -0.44451 3.99506
H -2.81873 1.45032 2.45963
H -1.37132 1.16620 0.53963
C -0.50895 0.53906 -1.92901
C -1.35256 1.19120 -2.53291
C -2.30844 1.95512 -3.25839
C -2.52602 1.74170 -4.63087
C -3.45248 2.48349 -5.33993
C -4.20369 3.47180 -4.71325
C -4.00495 3.69736 -3.35638
C -3.07925 2.95602 -2.64405
H -1.94243 0.96704 -5.11209
H -3.59318 2.28605 -6.39657
H -4.92990 4.05041 -5.26945
H -4.58199 4.45927 -2.84472
H -2.92956 3.12473 -1.58454
O 0.70104 -1.94659 -2.32458
```

Results
Total energy: -4580.6922 Eh
2S+1: 2
Net charge: -1
Orbital gap (spin up / spin down): 5.51 / 7.48 eV
Molar mass: 505.28 g/mol
Expectation value of S²: 0.757
ΔE to the lowest compared entry with this formula, charge and spin: 21.6 kcal per mole
Maximum force: 0.0317 Eh/bohr

Here are the Löwdin charges for atoms 1 to 4, given in e:
1. Ti 0.47
2. C -0.09
3. C -0.37
4. C -0.06

Formula: C5H4O3S
Source: OMol25
Level of theory: ωB97M-V with the def2-TZVPD basis set

```
13
Properties=species:S:1:pos:R:3
C 0.45100 -2.65050 -0.58248
C 1.07484 -1.78176 -0.03460
C -1.48943 0.80928 -1.46965
C -0.91569 1.05376 -0.20103
C 0.21184 1.74208 -0.01556
O -4.01925 -0.20675 0.61093
O -2.36013 -0.07134 -1.41113
O -1.56466 0.41961 0.88111
S -2.72919 -0.73868 0.31685
H -0.17314 -3.39900 -1.03274
H 0.58260 1.83834 0.97748
H 0.70077 2.41316 -0.61776
H 1.85109 -1.28100 0.42092
```

Results
Total energy: -816.6016 Eh
2S+1: 1
Orbital gap (spin up / spin down): 8.42 / 8.42 eV
Molar mass: 144.15 g/mol
ΔE to the lowest compared entry with this formula, charge and spin: 65.7 kcal per mole
Maximum force: 0.0522 Eh/bohr

Here are the Löwdin charges for atoms 1 to 4, given in e:
1. C 0.01
2. C 0.00
3. C -0.10
4. C -0.43

Formula: C11H27KN8OPS
Source: OMol25
Level of theory: ωB97M-V with the def2-TZVPD basis set

```
50
Properties=species:S:1:pos:R:3
K -0.51113 0.31712 0.19581
C 5.44591 -0.17292 2.26378
N 4.55039 -0.11372 1.11726
C 5.10896 -0.17722 -0.22102
C 3.19402 0.03288 1.24026
N 2.36321 0.06106 0.25878
N 2.76976 0.17267 2.55580
C 1.50274 0.04207 3.11521
N 1.54472 0.13762 4.48456
N 0.44346 -0.12622 2.42403
H 6.46194 -0.31520 1.91230
H 5.20999 -1.01336 2.92152
H 5.43791 0.75719 2.84223
H 6.19173 -0.20781 -0.15731
H 4.83606 0.70248 -0.81060
H 4.78289 -1.07233 -0.75681
H 2.81029 -0.17706 -0.61937
H 3.49779 0.31799 3.22958
H 2.39589 0.03088 5.00550
H 0.69350 0.01338 4.99918
H -0.36475 -0.25107 3.02864
C -3.28894 5.57757 -0.66417
C -2.17957 5.59652 0.39109
C -1.08133 4.63809 0.05566
N -1.23610 3.39610 -0.22775
N -0.08260 2.72597 -0.51320
C 0.97432 3.48142 -0.42107
N 2.24189 3.04347 -0.63353
S 0.59846 5.13614 -0.01608
H -4.06953 6.29258 -0.40826
H -3.72704 4.58354 -0.73042
H -2.89011 5.84496 -1.64317
H -2.59269 5.32890 1.36581
H -1.76435 6.60015 0.48084
H 2.37908 2.06146 -0.41925
H 2.99067 3.66069 -0.37498
C -4.21864 1.35533 -1.41650
P -3.29743 -0.19818 -1.37342
C -2.18242 -0.11007 -2.80566
C -4.45306 -1.54812 -1.70277
O -2.57712 -0.40533 -0.08577
H -4.75408 1.48035 -2.35750
H -3.50166 2.16814 -1.28407
H -4.92366 1.36685 -0.58542
H -2.75441 -0.05521 -3.73159
H -1.54846 -0.99704 -2.82974
H -1.56302 0.78541 -2.72058
H -4.97055 -1.43585 -2.65440
H -5.17298 -1.57292 -0.88482
H -3.88825 -2.48025 -1.69060
```

Results
Total energy: -2288.0385 Eh
2S+1: 1
Net charge: +1
Orbital gap: 9.19 eV
Molar mass: 389.53 g/mol
ΔE to the lowest compared entry with this formula, charge and spin: 15.4 kcal per mole
Maximum force: 0.0376 Eh/bohr

Here are the Löwdin charges for atoms 1 to 4, given in e:
1. K 0.81
2. C -0.05
3. N -0.15
4. C -0.05

Formula: C10H15N3OPV
Source: OMol25
Level of theory: ωB97M-V with the def2-TZVPD basis set

```
31
Properties=species:S:1:pos:R:3
C 0.46144 1.51141 -0.98953
C 1.30773 1.71394 -2.18543
C 0.90677 0.76445 -3.13281
C -0.26004 0.11721 -2.66869
C -0.47770 0.50771 -1.31627
V 0.20708 -0.03024 1.75383
P -1.33804 0.70180 3.31654
H 0.38501 2.19977 -0.14194
H 2.22379 2.30214 -2.21711
H 1.53021 0.47269 -4.02021
H -1.30294 0.25023 -0.64277
H -0.73325 -0.74316 -3.11760
H -2.54629 0.82930 2.50454
H -1.03691 2.09790 3.55888
H -1.68145 0.26423 4.63276
C 2.76040 -3.64971 2.71972
N 1.61157 -3.46426 1.83363
C 0.77002 -4.51201 1.56173
C -0.35618 -4.29619 0.79776
C -0.64543 -2.99115 0.38066
N 0.10301 -1.93488 0.82002
C 1.21594 -2.22389 1.55456
O 1.81369 -1.17978 2.09012
N -1.73209 -2.66812 -0.36043
H 3.66856 -3.39307 2.17421
H 2.76876 -4.70289 2.98539
H 2.64288 -3.03243 3.60430
H 1.07273 -5.46153 1.96690
H -1.00770 -5.12561 0.51570
H -2.30977 -3.43049 -0.72970
H -1.75788 -1.75255 -0.81390
```

Results
Total energy: -1914.7172 Eh
2S+1: 3
Orbital gap (spin up / spin down): 5.05 / 4.28 eV
Molar mass: 275.17 g/mol
Expectation value of S²: 2.151
Maximum force: 0.0703 Eh/bohr

Here are the Löwdin charges for atoms 1 to 4, given in e:
1. C -0.23
2. C -0.18
3. C -0.21
4. C -0.21